Cl3O2PS in the gas phase at a distorted geometry. Source: the OMol25 dataset; level of theory: wB97M-V/def2-TZVPD.

Output
Kohn-Sham gap: 9.406 eV

Each atom is followed by the atoms it is bonded to, with distances in Å.
Atoms and positions in Å:
1 O 0.793 0.074 1.771  P3 1.605
2 O -1.617 1.530 -0.851  S4 1.461
3 P 0.756 -0.003 0.168  O1 1.605, S4 2.222, Cl5 1.953, Cl6 1.988
4 S -1.189 0.134 -0.896  O2 1.461, P3 2.222, Cl7 1.989
5 Cl 2.278 0.994 -0.542  P3 1.953
6 Cl 0.872 -1.917 -0.356  P3 1.988
7 Cl -1.893 -0.811 0.707  S4 1.989